19
Properties=species:S:1:pos:R:3:forces:R:3 method="wB97M-V/def2-TZVPD" gap_ev=10.59 e_above_lowest_kcal_mol=29.98 spin_multiplicity=1 total_energy_ha=-422.413704 smiles=OCCCO.O.O
O 2.049234 0.381919 1.073951 -0.34 -0.62 0.01
O -4.717247 1.698876 -2.645645 0.88 -0.87 0.13
O 5.189872 -0.291380 0.767966 -0.01 -0.13 0.14
O -2.706607 -0.159659 0.173592 0.82 -0.36 0.29
C 1.001256 -0.576337 0.777866 1.60 0.51 -1.19
C -0.350499 0.044288 0.872026 -1.23 1.28 1.35
C -1.435114 -0.797471 0.266256 0.45 -1.42 -0.80
H 6.082285 -0.643494 0.773321 0.14 -0.15 0.26
H 1.275076 -1.486474 1.322371 -0.94 -0.01 0.20
H -5.256977 2.473654 -2.804496 0.55 0.37 -0.11
H -2.750072 0.006707 -0.760737 -0.75 0.44 -0.45
H 2.857403 -0.154753 1.048175 0.00 0.54 0.18
H -3.752068 1.854502 -2.747221 -1.39 0.51 -0.05
H -0.723135 0.330789 1.865508 0.56 -0.48 0.32
H -1.101883 -1.148276 -0.726112 -0.14 0.44 -0.14
H -0.347172 1.047348 0.419858 0.33 -0.39 -0.51
H 1.099364 -0.801465 -0.302874 0.07 -0.34 0.26
H 5.090724 -0.002385 -0.135965 -0.23 0.28 -0.44
H -1.504435 -1.776383 0.762158 -0.36 0.39 0.54